DFT (ωB97M-V/def2-TZVPD) results for a cluster of 16 separate species, C35H76B2BrFN18O36 in total in a non-equilibrium geometry.

The calculation puts the electronic energy at -7795.2304 Eh. The value obtained for the LUMO energy is -0.44 eV. The HOMO energy is -8.62 eV. The value obtained for the HOMO-LUMO gap is 8.2 eV.

Cartesian coordinates (Å):
C 5.249357 -2.457550 4.334108
B 6.303164 -1.510015 3.549814
O 7.000493 -0.510574 4.367988
C 6.614402 -1.541236 1.927417
O 7.947821 -0.903352 1.800983
C 5.444463 -0.618462 1.224765
C 6.193964 0.514329 0.291052
C 6.591968 1.843140 1.109363
F 7.962019 2.254025 0.830735
O 4.576760 -1.302550 0.333544
C 3.374455 -1.891084 0.800127
Br 3.572736 -3.893211 1.103389
C 2.590096 -1.227712 2.022139
C 1.228865 -1.931723 2.467744
C -0.156490 -1.334504 1.957512
C -1.538784 -2.009047 2.340254
C -1.631379 -3.306957 3.249181
C -3.003922 -4.047742 3.620703
C -0.262684 -3.864402 3.795465
C 1.100625 -3.188914 3.408546
B 2.330478 -1.805304 -0.496782
O 1.138495 -2.573650 -0.656053
N 2.651169 -0.792670 -1.583803
C 3.276142 -1.564392 -2.710678
C 1.417717 -0.070016 -2.036366
N 6.742005 -2.890435 1.347106
C 7.250739 -2.947456 -0.029275
C 6.926314 -4.535916 -0.635853
C 8.263311 -5.269651 -1.381604
O 6.966674 -4.675342 -2.149698
N 7.167666 -3.883569 2.202684
C 8.472553 -4.027611 2.273415
O 9.718769 -4.184201 2.211326
H 5.845567 -2.970122 5.196641
H 4.770231 -3.289028 3.711445
H 4.494920 -1.758621 4.861509
H 7.100032 -0.856182 5.292882
H 8.561418 -1.258750 2.481953
H 5.000036 0.002729 2.076192
H 5.358152 0.840147 -0.453851
H 7.024888 0.074029 -0.358413
H 5.878677 2.710864 0.847459
H 6.422532 1.645881 2.244055
H 3.242301 -1.111986 2.958753
H 2.311345 -0.141202 1.705081
H -0.218311 -0.397888 1.290274
H -2.529260 -1.561247 1.945223
H -3.263322 -4.805016 2.776864
H -3.905352 -3.337099 3.690107
H -2.910476 -4.679407 4.585604
H -0.247468 -4.802026 4.469656
H 2.064865 -3.651647 3.814121
H 0.975736 -3.220870 0.068527
H 2.476753 -1.812719 -3.501827
H 4.148889 -1.014175 -3.221497
H 3.646830 -2.562082 -2.276789
H 0.701766 -0.767428 -2.599453
H 1.743884 0.741492 -2.806263
H 0.938306 0.446957 -1.134169
H 8.370563 -2.766826 -0.184116
H 6.701213 -2.229894 -0.759422
H 6.189993 -5.244806 0.009354
H 8.912145 -4.645591 -2.085667
H 7.907939 -6.321408 -1.718456
C -2.281598 2.563325 -3.160367
N -1.489851 1.306411 -3.109246
O -1.662589 0.570701 -2.138748
O -0.722349 1.099302 -4.042338
H -2.915070 2.616158 -2.276295
H -1.577120 3.394711 -3.180227
H -2.885974 2.534948 -4.065524
C 1.909821 -6.732707 -0.843069
N 0.580043 -6.282609 -0.354742
O -0.405271 -6.836946 -0.817609
O 0.572619 -5.387097 0.477291
H 1.765150 -7.527420 -1.573452
H 2.400403 -5.873021 -1.299746
H 2.469958 -7.097036 0.017883
C 2.366970 1.066981 6.178223
N 2.859406 0.120808 5.142999
O 2.778318 -1.075435 5.388375
O 3.312354 0.611515 4.115940
H 1.996207 0.496883 7.027611
H 3.206367 1.696947 6.472908
H 1.566928 1.656358 5.731045
C 8.872844 -0.937075 -3.024539
N 7.961221 -0.090479 -3.838130
O 6.775367 -0.388417 -3.844850
O 8.467519 0.843304 -4.441190
H 8.289461 -1.723595 -2.547174
H 9.615495 -1.363133 -3.698702
H 9.338611 -0.294508 -2.277254
C -1.648415 -1.776527 6.474478
N -0.915589 -1.035701 7.533812
O -1.121782 -1.360768 8.692614
O -0.156340 -0.150908 7.163048
H -2.281529 -2.527406 6.945149
H -2.250584 -1.053693 5.924328
H -0.906679 -2.246693 5.828626
C -4.531632 -1.832002 -1.788565
N -5.438209 -0.991755 -2.615816
O -6.623949 -1.295043 -2.636283
O -4.929769 -0.054851 -3.217993
H -5.115107 -2.620072 -1.315566
H -3.780468 -2.255328 -2.452496
H -4.077475 -1.184734 -1.038041
C -8.627996 1.199632 -3.376151
N -9.960745 1.647888 -2.893940
O -10.942705 1.089236 -3.357789
O -9.974162 2.547011 -2.064445
H -8.767405 0.401880 -4.103819
H -8.138297 2.058665 -3.834440
H -8.069784 0.839916 -2.512697
C -5.787051 -5.951960 -3.875330
N -5.064687 -5.201465 -2.815002
O -5.274497 -5.526029 -1.656300
O -4.311441 -4.311410 -3.182981
H -6.415962 -6.706696 -3.404959
H -6.392916 -5.235812 -4.429990
H -5.038563 -6.417705 -4.516000
C 3.473926 3.047527 -0.420921
N 2.148259 3.502360 0.072261
O 1.164464 2.944514 -0.384097
O 2.142387 4.402242 0.900263
H 3.324195 2.248482 -1.146888
H 3.963918 3.903418 -0.885055
H 4.036791 2.686571 0.438110
C -5.553327 3.321239 -6.494616
N -5.366115 4.298516 -5.389886
O -4.708997 3.935324 -4.423394
O -5.883977 5.394594 -5.530035
H -5.041552 2.395407 -6.235319
H -6.624095 3.152117 -6.605880
H -5.125853 3.758923 -7.396386
C 0.193766 6.893785 2.187303
N -1.136455 7.342997 2.675938
O -2.121980 6.782193 2.217534
O -1.146018 8.242759 3.502427
H 0.050643 6.094543 1.461834
H 0.680834 7.751784 1.724614
H 0.756706 6.535881 3.048921
C -3.603335 7.983308 -0.975729
N -2.404942 8.470398 -1.707987
O -2.592759 9.084443 -2.748646
O -1.315109 8.219798 -1.213127
H -4.495533 8.275965 -1.527300
H -3.529452 6.898133 -0.909541
H -3.593196 8.441797 0.012971
C -11.063552 3.837357 0.877761
N -10.632935 3.568856 2.275230
O -9.906359 2.603667 2.463317
O -11.039208 4.336399 3.135164
H -10.630446 3.081502 0.224740
H -12.151942 3.789357 0.854202
H -10.705100 4.830554 0.608495
C 0.046599 10.172382 -3.580501
N 0.532783 10.753849 -4.859999
O -0.159025 10.582600 -5.853273
O 1.592866 11.362544 -4.823098
H -0.899138 9.663790 -3.761255
H 0.802051 9.468747 -3.231409
H -0.085745 10.993165 -2.875866
C -8.043021 -6.108069 0.791563
N -8.993550 -6.897596 -0.034998
O -10.005813 -7.307892 0.511804
O -8.689174 -7.077720 -1.205534
H -8.438965 -6.027814 1.802874
H -7.089856 -6.636339 0.791186
H -7.949922 -5.123161 0.334611

Cartesian forces, eV/Å:
0.70 -0.10 0.65
0.03 0.19 1.56
-0.59 -2.54 -0.92
0.90 0.00 1.19
-0.60 -0.03 -0.24
3.08 1.59 -0.46
-1.54 0.51 -0.57
-0.14 -0.60 0.31
-2.39 -0.66 0.60
-0.60 -0.10 2.08
-1.71 0.16 -1.13
0.25 0.52 0.15
-0.17 0.36 0.92
-4.25 -1.36 0.60
-0.44 -3.08 2.18
2.66 -1.58 1.30
3.51 1.65 -0.59
0.33 -0.31 -0.73
0.00 2.91 -2.33
-2.38 1.19 -1.23
-1.07 -0.14 -1.20
2.17 0.89 1.12
-1.12 -1.01 0.44
0.17 -0.44 -0.24
0.42 0.47 -0.83
-1.80 2.34 -1.98
-0.62 -2.09 -2.13
2.84 -0.03 -2.18
-5.45 0.74 -2.54
-0.60 0.68 4.51
5.50 -1.50 1.53
3.25 0.18 -1.35
-7.69 0.52 0.75
-0.97 0.73 -1.35
0.51 1.35 0.92
1.16 -1.53 -1.03
-0.55 0.63 -1.19
-0.88 0.44 -0.43
-0.23 -1.16 -1.21
1.40 -0.74 1.16
-0.96 0.75 1.29
1.60 -1.22 0.18
0.93 0.41 -1.83
-0.92 -0.47 -1.67
0.52 -1.79 0.40
0.31 -1.68 1.14
1.95 -0.74 0.68
0.52 1.29 1.35
1.54 -0.92 0.02
-0.04 1.26 -1.51
-0.01 1.76 -1.26
-1.61 0.78 -0.64
0.18 0.50 -0.52
1.15 0.26 1.07
-1.31 -0.78 0.87
-0.18 1.31 -0.88
0.74 1.03 1.02
-0.62 -1.22 1.36
0.47 -0.80 -1.44
-1.30 -0.29 0.55
0.62 -1.17 1.68
1.84 1.83 -1.84
0.24 -1.23 2.11
2.09 1.29 1.25
-0.15 0.11 0.14
0.19 -0.47 0.28
0.26 0.52 -1.03
-0.68 0.00 0.84
0.13 -0.11 -0.15
-0.05 -0.13 -0.13
0.19 0.03 0.12
0.18 -0.21 -0.24
-0.41 0.02 -0.04
0.49 0.45 0.42
-0.24 -0.52 -0.42
-0.10 0.15 0.15
-0.01 -0.03 0.21
-0.03 0.20 -0.07
-0.03 0.03 0.39
-0.19 -0.02 0.21
-0.17 0.97 -0.31
-0.05 -0.25 0.76
0.07 0.05 -0.27
-0.08 0.01 -0.22
0.16 -0.04 0.01
0.03 -0.27 0.25
-0.31 0.23 -0.24
0.64 0.31 -0.05
-0.40 -0.57 0.35
-0.01 0.14 -0.16
-0.02 0.18 0.08
0.04 -0.02 -0.18
-0.17 -0.22 -0.06
-0.11 -0.08 0.44
0.34 0.39 -0.69
-0.42 -0.41 0.34
0.14 0.18 0.04
0.21 -0.05 -0.04
-0.07 0.20 -0.06
0.09 -0.05 0.29
0.08 0.13 -0.06
0.54 0.38 -0.19
-0.64 -0.56 0.29
0.04 0.16 -0.18
-0.05 0.22 0.18
0.04 0.04 -0.22
0.16 -0.19 -0.18
-0.41 -0.05 -0.09
0.50 0.50 0.44
-0.12 -0.47 -0.42
-0.06 0.12 0.19
-0.02 -0.04 0.21
-0.03 0.14 -0.14
-0.25 -0.31 -0.07
0.06 -0.01 0.24
0.27 0.44 -0.55
-0.41 -0.72 0.22
0.12 0.19 0.04
0.19 -0.04 0.01
-0.06 0.20 0.02
0.10 -0.22 -0.32
-0.26 -0.01 -0.01
0.28 0.47 0.40
-0.15 -0.45 -0.41
-0.09 0.07 0.15
-0.01 -0.04 0.20
-0.17 0.17 -0.08
0.10 -0.35 -0.11
-0.03 0.38 0.21
-0.41 0.38 -0.43
0.40 -0.74 0.23
-0.07 0.19 0.05
0.12 0.15 -0.07
-0.18 0.03 0.10
0.14 -0.27 -0.27
-0.25 0.12 0.10
0.37 0.45 0.33
-0.16 -0.56 -0.52
-0.03 0.14 0.16
-0.04 -0.06 0.18
-0.04 0.16 -0.09
-0.38 0.00 0.02
0.08 0.07 -0.13
0.02 -0.47 0.74
-0.52 0.25 -0.44
0.24 0.00 -0.01
0.10 0.16 0.13
0.12 -0.19 -0.05
0.05 -0.18 -0.35
0.12 -0.09 0.34
-0.41 0.59 0.08
0.31 -0.53 -0.42
-0.05 0.13 0.17
0.13 0.14 0.06
-0.15 -0.07 0.10
-0.24 -0.24 -0.10
0.12 0.14 -0.26
0.55 0.20 0.46
-0.61 -0.31 -0.20
0.43 0.26 -0.06
-0.01 0.21 0.02
0.14 -0.11 -0.05
0.09 0.14 0.32
-0.36 -0.23 -0.11
0.59 0.18 -0.50
-0.26 0.06 0.64
-0.04 -0.08 -0.22
-0.08 0.14 -0.16
0.10 -0.19 -0.05